The following is a DFT calculation (the ωB97M-V functional and the def2-TZVPD basis) of a cluster of 3 separate species, C4H17N2O2 in total at a distorted geometry.

## Properties
**Highest occupied orbital energy (alpha / beta)**: -18.6837 / -18.5329 eV
**E_tot**: -11477.4391 eV
**Frontier orbital gap (alpha / beta)**: 0.437 / 0.178 Eh
**Relative energy (zero: lowest compared OMol25 entry of this formula, charge and spin)**: 309.8 kJ/mol

Structure (ORCA input):
```
! RIJCOSX wB97M-V def2-TZVPD def2/J DEFGRID3
* xyz 2 2
C 2.09 -1.09 -0.43
C 0.79 -1.44 0.24
C 0.17 -0.06 0.67
C -1.00 0.53 -0.10
N -0.96 0.09 -1.64
N -0.12 -2.28 -0.75
H 2.72 -1.90 -0.69
H 1.99 -0.32 -1.23
H 2.79 -0.73 0.40
H 0.97 -2.08 1.15
H -0.35 -0.17 1.77
H 0.88 0.69 1.06
H -1.08 1.70 -0.02
H -2.06 -0.02 0.08
H -0.34 0.68 -2.19
H -0.82 -1.01 -1.72
H -1.92 0.33 -1.91
H 0.23 -3.22 -0.69
H -1.05 -2.37 -0.24
H 0.45 3.03 -0.65
H 0.08 3.28 -2.28
O -0.05 2.80 -1.42
H -1.86 1.53 3.56
H -0.40 1.13 3.82
O -1.16 0.90 3.22
*
```

Atom-resolved charges from Mulliken, all expressed in e: -1.2254 0.3974 -0.6246 -0.6818 -0.2375 -0.5716 0.4369 0.2246 0.4015 0.4140 0.3137 0.5566 0.3956 0.3816 0.3199 0.3678 0.4091 0.3587 0.3430 0.3149 0.3177 -0.6242 0.3265 0.3434 -0.6578